## 1
13
Properties=species:S:1:pos:R:3 method="wB97M-V/def2-TZVPD" orbital_gap_ev=8.916 smiles="CC/P=C/P" homo_energy_ev=-9.1
C 2.357 0.513 -0.106
C 1.139 -0.205 0.471
P -0.451 0.563 -0.200
C -1.686 -0.485 0.289
P -3.418 -0.190 -0.067
H 2.272 0.324 -1.251
H 2.479 1.696 0.008
H 3.370 0.013 0.163
H 1.139 -0.354 1.515
H 1.124 -1.213 0.019
H -1.780 -1.578 0.829
H -3.195 1.178 -0.297
H -3.351 -0.262 -1.373

---

## 2
13
Properties=species:S:1:pos:R:3 method="wB97M-V/def2-TZVPD" orbital_gap_ev=9.719 smiles="C=PC.C=P" homo_energy_ev=-9.5
C 1.740 1.212 0.758
P 2.348 0.213 -0.425
C 1.633 -1.443 0.032
H 1.996 2.257 0.743
H 1.093 0.889 1.558
H 0.990 -1.787 -0.779
H 1.065 -1.404 0.956
H 2.442 -2.166 0.132
C -3.091 0.694 -0.823
P -2.456 -0.344 0.312
H -2.499 1.221 -1.550
H -4.153 0.877 -0.849
H -1.108 -0.216 -0.066

---

Best to worst by energy: 2, 1.

---

## 1
28
Properties=species:S:1:pos:R:3 method="wB97M-V/def2-TZVPD" orbital_gap_ev="9.167 / 4.665" homo_energy_ev="-9.0 / -9.0" multiplicity=2
C 0.983 1.036 -1.121
N -0.155 0.541 -1.756
C -1.301 0.209 -0.957
C -1.041 -0.467 0.542
C -1.071 0.107 1.985
O -0.252 1.183 2.194
C -2.152 1.516 -0.840
H 1.701 1.533 -1.811
H 1.741 0.357 -0.645
H 0.757 1.806 -0.329
H -0.018 -0.184 -2.474
H -1.861 -0.497 -1.525
H -1.714 -1.344 0.483
H -0.157 -0.997 0.242
H -2.109 0.390 2.205
H -0.650 -0.743 2.580
H -1.896 2.280 -0.151
H -3.179 1.149 -0.758
H -2.040 1.953 -1.849
H 2.162 -0.796 1.024
H 1.641 -2.014 1.342
O 2.175 -1.835 0.549
H 1.229 -3.170 -1.404
H 1.268 -1.782 -0.922
O 1.035 -2.290 -1.751
H 1.966 0.914 1.172
H 0.737 0.819 2.070
O 2.199 0.328 1.906

---

## 2
28
Properties=species:S:1:pos:R:3 method="wB97M-V/def2-TZVPD" orbital_gap_ev="3.352 / 7.088" homo_energy_ev="-3.2 / -7.0" multiplicity=2
C 0.029 -1.676 -0.569
C -0.367 -0.227 -0.490
C 0.734 0.841 -0.205
C 0.116 2.196 0.356
C -1.257 2.085 0.853
O -2.218 1.968 0.028
N -1.132 0.215 -1.786
H -0.699 -2.458 -0.452
H 0.838 -1.757 0.172
H 0.613 -2.000 -1.417
H -1.046 -0.243 0.408
H 1.271 1.038 -1.188
H 1.492 0.403 0.438
H 0.255 2.893 -0.544
H 0.758 2.527 1.235
H -1.434 2.162 1.982
H -0.359 0.137 -2.456
H -1.577 1.130 -1.631
H -1.760 -0.529 -2.099
H 1.324 -0.068 3.918
H -0.066 -0.651 3.991
O 0.505 -0.131 3.408
H -0.231 -3.027 2.094
H 0.144 -1.831 2.656
O -0.402 -2.095 1.865
H 1.969 0.339 -3.261
H 1.196 -0.891 -4.046
O 1.303 -0.351 -3.264

---

Best to worst by energy: 2, 1.

---

## 1
8
Properties=species:S:1:pos:R:3 method="wB97M-V/def2-TZVPD" orbital_gap_ev=10.625 smiles=Cl[SiH](Cl)CBr homo_energy_ev=-10.1
Cl 1.295 -0.776 0.250
Si -0.390 -1.769 0.020
Cl -0.482 -3.369 -1.187
C -1.596 -0.433 -0.553
Br -0.774 1.289 -1.036
H -0.679 -2.249 1.303
H -2.258 -0.536 -1.513
H -2.246 -0.346 0.350

---

## 2
8
Properties=species:S:1:pos:R:3 method="wB97M-V/def2-TZVPD" orbital_gap_ev=8.396 homo_energy_ev=-10.0
C -2.116 -0.198 0.483
Si -0.220 0.045 -0.069
Cl -2.742 -1.198 1.680
Cl -2.365 -1.901 -1.217
Br -3.293 1.160 -0.028
H 0.310 -1.274 0.480
H -0.290 -0.004 -1.546
H 0.421 1.403 0.395

---

Best to worst by energy: 1, 2.

---

## 1
16
Properties=species:S:1:pos:R:3 method="wB97M-V/def2-TZVPD" orbital_gap_ev="8.336 / 8.336" total_charge=+1 homo_energy_ev="-13.3 / -13.3"
C 1.563 -1.080 -0.583
C 2.847 -0.845 -0.221
C 1.424 0.838 0.630
C -2.661 0.895 0.153
C -0.660 -0.133 -0.184
N 0.724 -0.130 0.001
O -1.228 0.996 0.169
S 3.136 0.501 0.656
H 1.284 -1.891 -1.276
H 3.693 -1.232 -0.733
H 1.076 1.687 1.142
H -3.051 1.260 1.106
H -3.014 -0.165 0.005
H -2.958 1.420 -0.668
H -1.234 -1.433 0.989
H -0.941 -0.690 -1.185

---

## 2
16
Properties=species:S:1:pos:R:3 method="wB97M-V/def2-TZVPD" orbital_gap_ev=9.814 total_charge=+1 homo_energy_ev=-14.0
C -0.823 -1.824 0.072
C -1.803 -2.258 0.892
C -1.127 0.016 1.336
C 1.598 2.260 -0.890
C 0.682 0.152 -0.301
N -0.406 -0.491 0.350
O 0.667 1.485 -0.154
S -2.304 -0.948 1.934
H -0.220 -2.567 -0.594
H -2.384 -3.243 0.737
H -0.996 0.972 1.760
H 1.508 1.836 -1.976
H 2.536 1.937 -0.576
H 1.236 3.265 -0.792
H 0.285 -0.058 -1.686
H 1.551 -0.532 -0.113

---

## 3
16
Properties=species:S:1:pos:R:3 method="wB97M-V/def2-TZVPD" orbital_gap_ev=9.009 total_charge=+1 homo_energy_ev=-13.6
C 1.623 -1.321 -0.253
C 2.913 -0.960 -0.514
C 1.742 0.850 0.708
C 0.931 -0.264 0.440
C -0.384 -0.147 0.868
N -1.377 -0.854 0.516
O -1.188 1.517 -0.683
S 3.368 0.562 0.174
H 1.007 -2.018 -0.857
H 3.747 -1.424 -0.882
H 1.584 1.575 1.469
H -0.628 0.728 1.511
H -2.333 -0.528 0.696
H -0.365 1.646 -1.184
H -1.322 -1.574 -0.261
H -1.860 2.250 -0.760

---

Best to worst by energy: 3, 2, 1.

---

## 1
9
Properties=species:S:1:pos:R:3 method="wB97M-V/def2-TZVPD" orbital_gap_ev=10.258 total_charge=+1 homo_energy_ev=-17.1
C 0.364 -0.117 0.137
C -0.512 -0.854 0.989
N 0.915 1.823 -1.525
O 0.337 1.909 -2.480
O -0.015 0.960 -0.413
H 1.318 -0.515 -0.186
H -1.418 -1.039 0.373
H -0.917 -0.399 1.912
H -0.072 -1.768 1.192

---

## 2
9
Properties=species:S:1:pos:R:3 method="wB97M-V/def2-TZVPD" orbital_gap_ev=7.419 total_charge=+1 homo_energy_ev=-13.3
C -0.399 1.273 -1.646
C 0.363 -2.039 3.370
N -0.224 -0.985 2.982
O 0.783 -3.018 3.782
O -0.234 0.349 -0.881
H 0.416 2.016 -1.780
H -1.347 1.807 -2.103
H -0.441 -0.315 3.632
H -0.180 -0.813 1.940

---

Best to worst by energy: 2, 1.

---

## 1
40
Properties=species:S:1:pos:R:3 method="wB97M-V/def2-TZVPD" orbital_gap_ev=10.409 smiles=OCCO.OCCO.OCCO.OCCO homo_energy_ev=-9.8
O 40.250 -5.461 -8.886
C 38.930 -4.944 -8.806
C 37.952 -5.975 -9.426
O 37.995 -5.754 -10.848
H 40.669 -4.934 -9.571
H 38.728 -4.708 -7.761
H 38.942 -3.965 -9.286
H 36.890 -5.790 -9.260
H 38.179 -7.004 -9.148
H 37.417 -6.440 -11.191
O 43.227 -7.909 -8.639
C 44.220 -7.335 -7.768
C 44.267 -5.812 -8.057
O 43.073 -5.284 -7.652
H 42.922 -8.770 -8.342
H 43.948 -7.472 -6.722
H 45.163 -7.817 -8.028
H 44.358 -5.672 -9.134
H 45.212 -5.529 -7.594
H 42.463 -5.745 -8.233
O 35.478 -6.345 -12.414
C 35.079 -5.670 -13.630
C 35.991 -4.550 -13.985
O 35.994 -3.652 -12.866
H 34.963 -7.152 -12.333
H 35.132 -6.433 -14.408
H 34.026 -5.409 -13.525
H 35.657 -4.073 -14.907
H 37.026 -4.785 -14.236
H 36.173 -4.240 -12.129
O 42.014 -5.986 -13.987
C 42.193 -5.561 -12.580
C 41.289 -4.452 -12.211
O 41.592 -4.056 -10.973
H 42.697 -5.395 -14.314
H 42.076 -6.456 -11.969
H 43.232 -5.334 -12.341
H 40.208 -4.544 -12.319
H 41.557 -3.665 -12.915
H 42.549 -4.103 -10.921

---

## 2
40
Properties=species:S:1:pos:R:3 method="wB97M-V/def2-TZVPD" orbital_gap_ev=9.429 smiles="C=Cc1ccccc1.O.O.O.O.O.O.O.O" homo_energy_ev=-9.3
C 2.631 -0.967 -0.759
C 1.594 -0.380 -1.358
C 0.366 -0.060 -0.591
C -0.942 -0.123 -1.091
C -2.002 -0.012 -0.231
C -1.756 0.366 1.111
C -0.468 0.614 1.542
C 0.639 0.371 0.716
H 3.686 -0.872 -0.978
H 2.539 -1.594 0.123
H 1.675 0.039 -2.365
H -1.033 -0.503 -2.102
H -3.064 -0.035 -0.428
H -2.466 0.180 1.908
H -0.343 0.672 2.625
H 1.653 0.688 0.930
O 0.356 -3.887 -1.603
H 0.829 -3.178 -2.054
H -0.457 -3.485 -1.279
O 3.821 2.716 -1.540
H 3.565 1.881 -1.964
H 2.904 3.054 -1.564
O -1.003 2.400 -3.239
H -1.576 2.932 -2.667
H -0.879 3.106 -3.893
O 0.929 -2.314 1.708
H 0.681 -2.539 0.798
H 0.435 -1.479 1.809
O -1.434 3.758 1.754
H -1.871 3.432 2.529
H -1.208 4.685 1.835
O -2.620 -2.278 0.384
H -2.548 -1.993 1.302
H -2.275 -3.180 0.406
O -1.120 -3.461 2.926
H -1.153 -3.181 3.846
H -0.431 -2.869 2.532
O 0.986 3.158 -0.013
H 1.363 2.334 -0.333
H 0.402 2.806 0.668

---

Best to worst by energy: 2, 1.